1.
Here is a molecular structure, C4H6InO4 in a non-equilibrium geometry from the OMol25 dataset. Energies are from ωB97M-V/def2-TZVPD.

Values from the calculation:
ΔE to the lowest compared entry with this formula, charge and spin = 101.53 kcal per mole
Highest occupied orbital energy = -13.6 eV
Total charge = +1

XYZ file:
```
15
C4H6InO4, DFT ωB97M-V/def2-TZVPD
In -8.41 1.54 -10.74
C -4.18 2.41 -11.95
C -5.24 3.26 -12.63
O -6.48 3.20 -12.31
O -4.93 3.88 -13.68
H -3.19 2.85 -12.03
H -4.07 1.40 -12.36
H -4.37 2.20 -10.90
C -10.12 5.79 -8.71
C -9.77 4.41 -9.30
O -9.12 4.36 -10.34
O -10.07 3.33 -8.77
H -9.37 6.57 -8.86
H -10.36 5.72 -7.65
H -11.08 6.07 -9.13
```

=====

2.
Here is a molecular structure, C4H6InO7 in a non-equilibrium geometry from the OMol25 dataset. Energies are from ωB97M-V/def2-TZVPD.

Values from the calculation:
Highest occupied orbital energy (alpha / beta) = -12.8 / -13.0 eV
Total charge = +1

XYZ file:
```
18
C4H6InO7, DFT ωB97M-V/def2-TZVPD
O -2.63 3.04 -0.03
C -1.75 2.30 -0.55
O -2.11 1.43 -1.41
O -0.51 2.44 -0.18
O 1.43 -0.67 0.11
C 0.44 0.25 0.42
C 0.46 1.44 -0.55
In -3.87 2.02 -1.12
H 0.58 0.62 1.45
H -0.56 -0.22 0.38
H 0.27 1.11 -1.57
H 1.42 1.97 -0.51
C 1.15 -2.33 0.65
O 0.88 -2.36 1.88
O 0.18 -2.83 -0.22
H -0.69 -2.52 0.09
O 2.32 -2.95 0.24
H 2.98 -2.74 0.91
```

=====

3.
Here is a molecular structure, C4H6KO2 in a non-equilibrium geometry from the OMol25 dataset. Energies are from ωB97M-V/def2-TZVPD.

Values from the calculation:
ΔE to the lowest compared entry with this formula, charge and spin = 208.82 kcal per mole
Highest occupied orbital energy (alpha / beta) = -11.6 / -10.5 eV
Total charge = +1

XYZ file:
```
13
C4H6KO2, DFT ωB97M-V/def2-TZVPD
C -0.52 -0.87 -0.27
C 0.86 -0.45 -0.21
H 1.64 -1.16 0.08
O -1.92 -1.28 -2.20
C -1.08 -0.48 -1.49
H -1.40 0.56 -1.58
H -2.11 -2.12 -1.77
H 0.58 0.27 -1.33
H -0.85 -0.15 0.84
C 0.78 0.54 1.34
O 1.34 1.62 1.47
K 1.95 3.70 2.92
H 0.74 -0.18 2.18
```

=====

4.
Here is a molecular structure, C4H6LiMgO7 in a non-equilibrium geometry from the OMol25 dataset. Energies are from ωB97M-V/def2-TZVPD.

Values from the calculation:
Highest occupied orbital energy = -1.3 eV
Total charge = -1

XYZ file:
```
19
C4H6LiMgO7, DFT ωB97M-V/def2-TZVPD
O 1.90 3.34 2.64
C 1.08 2.85 1.82
O -0.08 3.30 1.65
O 1.46 1.71 1.22
O 0.25 -1.02 -0.82
C 1.17 -0.26 -0.07
C 0.49 0.99 0.45
Li 0.53 4.72 2.87
H 2.01 0.02 -0.73
H 1.56 -0.85 0.77
H -0.37 0.73 1.08
H 0.14 1.61 -0.38
C -1.84 -2.45 -1.35
O -1.00 -2.93 -2.18
O -3.14 -2.37 -1.74
H -3.23 -2.81 -2.59
Mg 1.05 -2.61 -2.36
O -1.64 -2.35 -0.11
H -0.34 -1.63 -0.15
```

=====

5.
Here is a molecular structure, C4H6LiO3 in a non-equilibrium geometry from the OMol25 dataset. Energies are from ωB97M-V/def2-TZVPD.

Values from the calculation:
Spin multiplicity = 2
ΔE to the lowest compared entry with this formula, charge and spin = 0.00 kcal per mole
Highest occupied orbital energy (alpha / beta) = -7.7 / -9.5 eV

XYZ file:
```
14
C4H6LiO3, DFT ωB97M-V/def2-TZVPD
C 1.73 0.29 -0.40
O 1.55 -0.73 -1.15
O 0.81 1.24 -0.49
O 2.62 0.30 0.49
Li 3.18 -1.40 -0.30
C -1.01 -0.37 -0.18
C -0.58 0.85 -0.91
C -1.29 -0.34 1.28
H -1.14 -1.30 -0.74
H -0.56 0.69 -1.99
H -1.19 1.72 -0.64
H -0.82 -1.17 1.81
H -2.38 -0.37 1.48
H -0.93 0.60 1.74
```

=====

6.
Here is a molecular structure, C4H6MnO in a non-equilibrium geometry from the OMol25 dataset. Energies are from ωB97M-V/def2-TZVPD.

Values from the calculation:
Spin multiplicity = 7
Highest occupied orbital energy (alpha / beta) = -1.6 / -3.3 eV
Total charge = -1

XYZ file:
```
12
C4H6MnO, DFT ωB97M-V/def2-TZVPD
O -1.18 -0.65 -0.67
C -1.52 0.60 -0.42
C -1.16 1.32 0.69
H -1.94 1.16 -1.28
H -1.19 0.81 1.66
H -1.14 2.41 0.63
Mn 0.37 -1.61 -0.13
C 1.32 -0.04 1.11
C 1.47 -0.12 2.45
H 2.07 0.59 0.61
H 0.76 -0.65 3.08
H 2.35 0.29 2.98
```

=====

7.
Here is a gas-phase ion, C4H6N (charge +1) in a non-equilibrium geometry from the OMol25 dataset. Energies are from ωB97M-V/def2-TZVPD.

Values from the calculation:
Structure (SMILES) = C=C=[N+]1CC1
ΔE to the lowest compared entry with this formula, charge and spin = 63.22 kcal per mole
Highest occupied orbital energy = -15.8 eV
Total charge = +1

XYZ file:
```
11
C4H6N, DFT ωB97M-V/def2-TZVPD
C -1.82 1.51 -0.98
C -0.84 0.62 -0.42
N 0.10 -0.22 0.12
C 1.08 -0.38 1.12
C 0.97 -1.32 -0.03
H -1.47 2.32 -1.59
H -2.86 1.38 -0.75
H 0.73 -0.69 2.10
H 1.87 0.36 1.14
H 1.69 -1.29 -0.84
H 0.54 -2.30 0.13
```

=====

8.
Here is a gas-phase ion, C4H6N (charge +1) in a non-equilibrium geometry from the OMol25 dataset. Energies are from ωB97M-V/def2-TZVPD.

Values from the calculation:
Structure (SMILES) = C=C1CC1=[NH2+]
ΔE to the lowest compared entry with this formula, charge and spin = 39.80 kcal per mole
Highest occupied orbital energy = -15.3 eV
Total charge = +1

XYZ file:
```
11
C4H6N, DFT ωB97M-V/def2-TZVPD
C 1.65 0.87 -0.08
C 0.62 0.01 0.01
C 0.08 -1.42 0.11
C -0.73 -0.18 -0.16
N -1.77 0.56 0.06
H 2.65 0.62 0.27
H 1.41 1.91 -0.51
H 0.40 -1.99 -0.68
H -0.28 -1.97 1.10
H -1.58 1.58 0.28
H -2.77 0.12 -0.04
```

=====

9.
Here is 2 unconnected molecules or ions with the total composition C4H6N in a non-equilibrium geometry from the OMol25 dataset. Energies are from ωB97M-V/def2-TZVPD.

Values from the calculation:
ΔE to the lowest compared entry with this formula, charge and spin = 209.19 kcal per mole
Highest occupied orbital energy (alpha / beta) = -13.7 / -13.9 eV
Total charge = +1

XYZ file:
```
11
C4H6N, DFT ωB97M-V/def2-TZVPD
C 0.66 -0.54 0.04
C -1.47 -1.11 -0.16
C 1.61 0.54 -0.01
C 1.85 -1.00 0.03
N -2.18 0.11 -0.03
H 1.83 1.03 -0.97
H 1.83 1.41 0.82
H 2.63 -1.70 0.06
H -2.05 0.58 -0.90
H -1.53 0.57 0.59
H -3.18 0.11 0.53
```

=====

10.
Here is C4H6N2 in the gas phase in a non-equilibrium geometry from the OMol25 dataset. Energies are from ωB97M-V/def2-TZVPD.

Values from the calculation:
Structure (SMILES) = C[C@H]1N[C@H]1C#N
ΔE to the lowest compared entry with this formula, charge and spin = 51.92 kcal per mole
Highest occupied orbital energy = -10.3 eV

XYZ file:
```
12
C4H6N2, DFT ωB97M-V/def2-TZVPD
C 1.15 1.07 0.16
C 0.59 -0.29 -0.36
N 0.17 -1.44 0.54
C -0.74 -0.76 -0.39
C -1.92 0.09 0.04
N -2.99 0.47 0.13
H 1.44 0.90 1.19
H 0.32 1.79 0.10
H 1.95 1.38 -0.48
H 1.15 -0.63 -1.22
H -0.14 -1.14 1.43
H -0.97 -1.43 -1.17
```

=====

11.
Here is C4H6N2 in the gas phase in a non-equilibrium geometry from the OMol25 dataset. Energies are from ωB97M-V/def2-TZVPD.

Values from the calculation:
Structure (SMILES) = Cc1cnc[nH]1
ΔE to the lowest compared entry with this formula, charge and spin = 40.20 kcal per mole
Highest occupied orbital energy = -8.6 eV

XYZ file:
```
12
C4H6N2, DFT ωB97M-V/def2-TZVPD
C -0.78 -1.00 1.75
C -0.32 -0.38 0.46
C 0.83 -0.58 -0.13
N 1.20 0.21 -1.16
C 0.12 1.09 -1.29
N -0.73 0.85 -0.18
H -0.80 -2.05 1.50
H -0.09 -1.11 2.79
H -1.81 -0.90 1.97
H 1.48 -1.46 0.16
H 0.31 1.98 -1.88
H -1.55 1.34 0.02
```

=====

12.
Here is C4H6N2 in the gas phase in a non-equilibrium geometry from the OMol25 dataset. Energies are from ωB97M-V/def2-TZVPD.

Values from the calculation:
Structure (SMILES) = N#C[C@H]1CCN1
ΔE to the lowest compared entry with this formula, charge and spin = 36.13 kcal per mole
Highest occupied orbital energy = -10.0 eV

XYZ file:
```
12
C4H6N2, DFT ωB97M-V/def2-TZVPD
N -2.37 0.47 2.12
C -1.46 0.17 1.46
C -0.28 -0.20 0.67
C -0.41 -0.47 -0.85
C 0.98 0.20 -0.91
N 0.63 0.90 0.35
H 0.21 -1.06 1.15
H -0.50 -1.51 -1.17
H -1.18 0.15 -1.30
H 1.22 0.85 -1.75
H 1.77 -0.55 -0.78
H 1.39 1.05 1.01
```

=====

13.
Here is C4H6N2 in the gas phase in a non-equilibrium geometry from the OMol25 dataset. Energies are from ωB97M-V/def2-TZVPD.

Values from the calculation:
ΔE to the lowest compared entry with this formula, charge and spin = 162.90 kcal per mole
Highest occupied orbital energy = -8.1 eV

XYZ file:
```
12
C4H6N2, DFT ωB97M-V/def2-TZVPD
C 1.93 -0.78 0.10
C 0.78 -0.04 0.61
C -1.01 1.03 -1.24
N -1.93 0.80 -0.37
N -1.70 0.02 0.78
C -0.46 -0.24 0.86
H 1.80 -1.87 0.09
H 2.05 -0.44 -0.94
H 2.85 -0.53 0.63
H -1.44 1.64 -2.02
H -2.90 1.09 -0.37
H 0.04 -0.66 1.88
```

=====

14.
Here is C4H6N2 in the gas phase in a non-equilibrium geometry from the OMol25 dataset. Energies are from ωB97M-V/def2-TZVPD.

Values from the calculation:
Structure (SMILES) = Cc1cnc[nH]1
ΔE to the lowest compared entry with this formula, charge and spin = 25.43 kcal per mole
Highest occupied orbital energy = -8.4 eV

XYZ file:
```
12
C4H6N2, DFT ωB97M-V/def2-TZVPD
C 1.31 0.90 -0.58
C 0.42 -0.05 0.16
C 0.12 -1.34 -0.29
N -1.14 -1.73 0.13
C -1.59 -0.74 0.87
N -0.63 0.27 0.94
H 2.32 1.04 -0.20
H 1.24 0.80 -1.72
H 0.82 1.86 -0.39
H 0.55 -1.79 -1.17
H -2.60 -0.52 1.00
H -0.82 1.30 1.24
```

=====

15.
Here is 2 unconnected molecules or ions with the total composition C4H6N2 in a non-equilibrium geometry from the OMol25 dataset. Energies are from ωB97M-V/def2-TZVPD.

Values from the calculation:
ΔE to the lowest compared entry with this formula, charge and spin = 231.19 kcal per mole
Highest occupied orbital energy (alpha / beta) = -9.3 / -10.0 eV

XYZ file:
```
12
C4H6N2, DFT ωB97M-V/def2-TZVPD
C 0.22 -0.20 0.00
C -1.07 -0.20 -0.66
C 2.81 -0.19 1.34
C -2.34 0.62 -0.74
N -0.52 -1.46 -0.28
N 0.03 -0.66 -1.42
H 2.36 -0.73 2.21
H 3.07 0.93 1.24
H 3.35 -0.84 0.57
H -2.61 1.14 0.25
H -3.14 0.08 -0.99
H -2.18 1.50 -1.52
```

=====

16.
Here is C4H6N2 in the gas phase in a non-equilibrium geometry from the OMol25 dataset. Energies are from ωB97M-V/def2-TZVPD.

Values from the calculation:
Structure (SMILES) = Cc1ccn[nH]1
ΔE to the lowest compared entry with this formula, charge and spin = 27.97 kcal per mole
Highest occupied orbital energy = -9.0 eV

XYZ file:
```
12
C4H6N2, DFT ωB97M-V/def2-TZVPD
C -1.70 -0.28 -0.15
C -0.24 0.01 -0.02
C 0.76 -0.90 0.13
C 1.96 -0.13 0.01
N 1.69 1.16 -0.08
N 0.34 1.23 -0.08
H -2.31 0.31 0.54
H -2.00 -0.06 -1.18
H -1.89 -1.34 0.01
H 0.52 -1.68 0.81
H 3.00 -0.43 -0.07
H -0.13 2.11 0.08
```

=====

17.
Here is C4H6N2 in the gas phase in a non-equilibrium geometry from the OMol25 dataset. Energies are from ωB97M-V/def2-TZVPD.

Values from the calculation:
Structure (SMILES) = C/C=N/CC#N
ΔE to the lowest compared entry with this formula, charge and spin = 37.65 kcal per mole
Highest occupied orbital energy = -10.2 eV

XYZ file:
```
12
C4H6N2, DFT ωB97M-V/def2-TZVPD
C 0.38 -0.36 1.86
C -0.11 0.49 0.74
N 0.61 0.57 -0.31
C -0.13 0.67 -1.55
C -0.15 -0.75 -1.97
N -0.11 -1.90 -2.12
H 1.29 -0.85 1.51
H 0.54 0.13 2.82
H -0.39 -1.13 1.99
H -1.16 0.83 0.75
H 0.40 1.27 -2.30
H -1.17 1.03 -1.44
```

=====

18.
Here is 2 unconnected molecules or ions with the total composition C4H6N2 in a non-equilibrium geometry from the OMol25 dataset. Energies are from ωB97M-V/def2-TZVPD.

Values from the calculation:
ΔE to the lowest compared entry with this formula, charge and spin = 124.07 kcal per mole
Highest occupied orbital energy = -8.5 eV

XYZ file:
```
12
C4H6N2, DFT ωB97M-V/def2-TZVPD
N -0.83 -1.17 2.92
C -0.37 -0.75 1.94
C 0.20 -0.23 0.69
C -0.34 -0.73 -0.68
C -0.37 0.76 -1.06
N -0.24 1.09 0.26
H 1.30 -0.31 0.71
H 0.29 -1.41 -1.24
H -1.36 -1.13 -0.59
H 0.39 1.16 -1.91
H 1.29 0.74 -1.69
H 0.03 1.98 0.65
```

=====

19.
Here is 2 unconnected molecules or ions with the total composition C4H6N2 from the OMol25 dataset. Energies are from ωB97M-V/def2-TZVPD.

Values from the calculation:
ΔE to the lowest compared entry with this formula, charge and spin = 177.16 kcal per mole
Highest occupied orbital energy = -8.9 eV

XYZ file:
```
12
C4H6N2, DFT ωB97M-V/def2-TZVPD
N 1.52 -0.69 -0.93
C 0.47 -0.23 -1.53
C 0.36 -1.03 -0.19
C 0.05 -0.34 1.09
N 0.09 1.08 1.13
C -1.14 0.69 1.17
H 2.53 -0.73 -0.99
H -2.51 1.15 -1.66
H 0.03 -2.07 -0.25
H 0.33 -0.86 2.01
H 0.68 1.90 1.08
H -2.42 1.12 -0.92
```